Entry 1:
{
  "formula": "C42H58AgN5O2",
  "method": "ωB97M-V with the def2-TZVPD basis set",
  "total_charge": -2,
  "max_force_ev_per_a": 4.24,
  "de_lowest_kj_mol": 216.8,
  "species": ["Ag", "C", "C", "C", "C", "C", "C", "C", "N", "C", "C", "C", "C", "C", "C", "C", "C", "C", "C", "N", "C", "C", "C", "N", "C", "C", "C", "C", "C", "C", "C", "C", "C", "C", "C", "C", "C", "C", "N", "C", "C", "H", "H", "H", "H", "H", "H", "H", "H", "H", "H", "H", "H", "H", "H", "H", "H", "H", "H", "H", "H", "H", "H", "H", "H", "H", "H", "H", "H", "H", "H", "H", "H", "H", "H", "H", "H", "H", "H", "H", "H", "H", "H", "H", "H", "C", "C", "C", "C", "O", "H", "H", "H", "H", "H", "H", "H", "H", "H", "C", "C", "N", "O", "H", "H", "H", "H", "H"],
  "positions_angstrom": [[0.6222, -0.5103, -0.4590], [-1.1910, 5.8867, 0.6172], [-1.2725, 4.7400, 1.6445], [-1.4235, 3.3091, 1.1087], [-2.4516, 2.7584, 0.4307], [-3.8743, 3.2729, 0.3268], [-4.3788, 3.5212, -1.0925], [-1.9761, 1.4869, -0.0867], [-0.7261, 1.2778, 0.3685], [-0.4094, 2.3161, 1.2012], [0.8231, 2.3591, 2.0271], [1.5972, 1.2448, 2.1559], [2.8774, 1.2794, 2.8717], [3.5011, 2.4654, 3.4955], [2.9597, 2.6752, 4.9506], [3.4264, 0.0608, 2.8227], [2.4535, -0.7292, 2.0474], [2.6972, -2.1439, 1.8748], [1.7954, -3.0669, 1.3127], [0.7816, -2.6976, 0.6073], [0.1224, -3.8603, 0.2874], [-1.0449, -3.9597, -0.4477], [-1.8654, -2.8581, -0.8938], [-1.5850, -1.6135, -0.5186], [-2.7008, -0.8329, -0.8535], [-2.8272, 0.5626, -0.6181], [-3.5950, -1.6582, -1.6009], [-3.0946, -2.9291, -1.6773], [-3.7237, -4.2389, -2.0780], [-4.3703, -5.0401, -0.9194], [-4.8952, -1.1798, -2.2167], [-4.6677, -0.4084, -3.5992], [0.9013, -5.0202, 0.8164], [1.9802, -4.4964, 1.3968], [3.1313, -5.1883, 2.1148], [4.3847, -5.1970, 1.2953], [0.4288, -6.4659, 0.7811], [-0.5185, -6.8025, 1.9039], [1.3850, -0.0416, 1.7659], [4.7461, -0.4644, 3.3657], [4.6324, -1.0699, 4.7957], [-1.5698, 6.8277, 0.9855], [-1.7633, 5.6887, -0.2438], [-0.2067, 5.9929, 0.2288], [-1.9554, 4.9622, 2.5088], [-0.3880, 4.8025, 2.1964], [-3.9589, 4.2084, 0.9066], [-4.5752, 2.4725, 0.7121], [-3.7993, 4.3148, -1.5929], [-5.3831, 3.8672, -1.2139], [-4.3036, 2.6240, -1.7141], [1.0711, 3.2089, 2.5705], [3.3834, 3.3716, 2.9409], [4.6003, 2.2186, 3.6276], [1.8440, 2.7018, 4.7971], [3.1488, 3.7037, 5.3591], [3.2449, 1.9202, 5.6956], [3.6481, -2.4675, 2.1926], [-1.4002, -5.0292, -0.6032], [-3.8370, 0.9010, -0.9355], [-2.8954, -4.8915, -2.3490], [-4.4153, -4.1462, -2.9411], [-3.6018, -4.9899, -0.1193], [-4.5884, -6.0720, -1.1168], [-5.2372, -4.5059, -0.5195], [-5.4542, -0.5930, -1.4293], [-5.4354, -2.0652, -2.4823], [-4.1189, 0.5462, -3.3979], [-5.5722, -0.0809, -4.1828], [-4.0453, -1.0471, -4.2170], [2.7416, -6.2003, 2.3948], [3.3938, -4.6322, 3.0221], [4.2584, -5.5190, 0.2861], [5.0223, -5.8444, 1.8023], [4.8482, -4.2178, 1.2821], [1.2240, -7.2069, 0.7032], [-0.0910, -6.6848, -0.1937], [0.0170, -6.5529, 2.8330], [-0.8726, -7.8587, 1.8426], [-1.4062, -6.1349, 1.8686], [5.4685, 0.3265, 3.3340], [5.1879, -1.2611, 2.7782], [3.9857, -0.4974, 5.4476], [5.6427, -1.3003, 5.2178], [4.1687, -2.0932, 4.5584], [-0.8593, 4.6246, -5.1719], [0.0458, 3.8710, -4.1758], [0.1560, 4.7566, -2.9283], [-0.5934, 2.4849, -3.8440], [1.2793, 3.6963, -4.8478], [-1.7455, 5.0611, -4.6812], [-1.1886, 4.0341, -6.0754], [-0.2000, 5.4058, -5.5529], [-0.7751, 4.9816, -2.3795], [0.5983, 5.7640, -3.2289], [0.7642, 4.3134, -2.1546], [-1.6585, 2.7178, -3.6094], [-0.1852, 1.9507, -3.0098], [-0.5783, 1.8547, -4.7342], [3.3776, 1.2677, -1.0151], [2.4984, 1.3087, -2.2808], [2.6934, 2.3662, -3.0731], [1.6495, 0.3802, -2.4443], [4.4052, 1.5141, -1.2154], [3.2812, 0.2590, -0.6213], [3.0226, 1.9500, -0.2063], [3.4635, 2.8677, -2.6584], [1.8684, 3.0598, -4.2577]],
  "forces_ev_per_angstrom": [[-0.1, -0.1, -0.3], [-0.6, -0.6, 0.7], [-1.4, -0.3, 0.6], [0.1, 2.0, 1.1], [-1.4, 0.3, -1.1], [-0.5, -0.6, -0.1], [1.2, 0.4, -1.1], [-0.3, 1.0, 1.4], [1.0, 0.3, 1.4], [1.7, -1.0, -0.9], [-2.6, -2.1, -2.6], [0.9, -0.1, 1.1], [0.6, 0.8, 0.2], [1.7, -0.9, 2.4], [-1.6, 1.4, -0.7], [0.6, -1.0, -0.6], [1.5, -3.0, 1.0], [-1.4, 2.0, -0.2], [3.0, 1.4, 0.7], [-2.2, -0.5, -0.8], [-0.5, -0.2, -0.6], [-0.1, -1.1, 0.0], [0.6, -0.4, 0.0], [-1.4, 1.0, 0.2], [2.3, -0.1, -0.2], [-1.5, -2.0, -1.4], [-1.5, 0.5, -0.7], [0.0, -0.3, 1.4], [-0.1, -0.5, -0.4], [0.8, 1.9, 1.0], [0.4, 1.0, -0.4], [-0.2, 1.1, 1.2], [-1.2, -1.0, -0.7], [0.8, -0.6, 1.2], [-1.9, 0.3, -0.1], [-0.3, 0.6, -0.1], [-0.4, 0.1, -2.0], [-0.6, 0.2, 0.4], [-1.2, 0.6, -1.2], [-0.7, 0.3, 0.7], [0.1, -2.0, -1.5], [0.1, 0.4, 0.4], [-1.0, -0.5, -1.1], [1.0, 0.2, -0.1], [-0.3, -0.1, -1.1], [1.9, -0.3, 0.7], [-0.2, -0.5, 0.0], [0.7, 0.9, 0.2], [0.2, -0.4, 0.1], [-1.0, 0.1, 0.6], [0.2, 0.2, 0.1], [0.4, 1.5, 0.6], [0.0, 0.5, -0.5], [-0.9, 0.6, -0.5], [0.8, -0.4, 0.6], [0.4, -0.8, -0.3], [-0.1, 0.1, -0.5], [0.8, -0.5, 0.5], [0.4, 1.5, -0.1], [0.8, 0.0, 0.4], [0.1, 0.0, -0.7], [0.4, 0.0, 0.4], [-0.6, -0.3, -0.2], [-0.2, -0.5, -0.4], [-0.1, -0.2, -0.1], [0.3, -0.4, -1.1], [-0.8, -0.5, 0.1], [-0.2, -0.8, -0.2], [0.5, -0.7, 0.8], [0.1, 0.0, -0.2], [0.7, 0.6, -0.2], [-0.4, -0.2, 0.2], [-0.2, -0.3, -0.7], [1.7, -1.3, 0.6], [0.0, 0.3, -0.1], [0.5, 0.2, 0.5], [0.2, 0.5, 0.7], [-0.4, -0.5, 0.1], [0.4, 0.7, 0.3], [0.5, -0.4, 0.0], [0.5, 0.7, 0.2], [-0.2, 0.0, -0.6], [0.1, 0.0, 0.2], [-0.8, 0.5, -0.1], [0.3, 1.3, 0.9], [0.0, -0.3, -0.7], [-0.7, -1.0, -0.4], [0.4, 1.4, 0.1], [-1.2, 1.5, -0.3], [0.3, -0.3, 0.7], [0.3, -0.1, -0.2], [0.4, 0.2, 1.0], [-0.3, 0.4, -0.1], [-0.1, -0.2, -0.7], [-0.4, -1.2, 0.4], [0.6, -0.3, 0.0], [0.4, -0.4, 0.0], [0.6, -0.2, 0.4], [0.1, 0.0, 0.0], [-1.0, -0.3, 0.6], [-0.1, 0.6, 0.0], [-0.2, -1.3, 0.3], [0.6, 0.7, 0.1], [0.5, 0.0, -0.2], [0.3, -0.1, 0.2], [0.0, -0.3, -0.7], [0.1, 0.5, -0.1], [-0.5, 0.7, -0.2]]
}

---

Entry 2:
{
  "formula": "C42H58As3Br2N7O3Sn",
  "method": "ωB97M-V with the def2-TZVPD basis set",
  "total_charge": 0,
  "max_force_ev_per_a": 1.39,
  "de_lowest_kj_mol": 0.0,
  "species": ["Sn", "C", "As", "C", "C", "C", "C", "C", "As", "C", "C", "C", "As", "C", "C", "H", "H", "H", "H", "H", "H", "H", "H", "H", "H", "H", "H", "H", "H", "H", "H", "H", "H", "H", "H", "H", "H", "H", "H", "H", "H", "H", "C", "O", "C", "O", "N", "N", "H", "H", "H", "H", "H", "H", "Br", "C", "C", "C", "Br", "C", "C", "C", "C", "N", "C", "C", "O", "H", "H", "H", "H", "C", "C", "C", "C", "C", "C", "N", "N", "C", "C", "C", "C", "C", "N", "H", "H", "H", "H", "H", "H", "H", "H", "H", "C", "N", "C", "C", "C", "C", "C", "C", "C", "C", "H", "H", "H", "H", "H", "H", "H", "H", "H", "H", "H", "H"],
  "positions_angstrom": [[0.6797, 0.2993, -0.5605], [-2.9034, 1.4556, 2.9370], [-3.1686, 0.2770, 1.3905], [-4.9585, 0.9757, 0.9591], [-3.7188, -1.2824, 2.4746], [-3.9718, -2.6357, 1.7762], [-4.8685, -2.4269, 0.5535], [-2.6603, -3.3304, 1.3876], [-1.6658, -2.7022, -0.2059], [-2.3272, -4.0661, -1.4665], [-0.0179, -3.6601, 0.2595], [-4.7105, -3.4914, 2.8347], [-5.1673, -5.4185, 2.7177], [-3.4057, -6.2425, 3.0387], [-5.3015, -5.8389, 0.8046], [-3.8075, 1.4930, 3.5471], [-2.6622, 2.4596, 2.5859], [-2.0777, 1.0893, 3.5456], [-5.6301, 0.8910, 1.8158], [-5.3806, 0.4376, 0.1111], [-4.8625, 2.0283, 0.6853], [-4.6326, -0.9754, 2.9941], [-2.9442, -1.4076, 3.2383], [-4.3845, -1.7787, -0.1841], [-5.8122, -1.9547, 0.8413], [-5.1012, -3.3669, 0.0569], [-2.8539, -4.3848, 1.2011], [-1.9517, -3.2810, 2.2198], [-2.2936, -5.0638, -1.0226], [-1.6982, -4.0579, -2.3582], [-3.3510, -3.8389, -1.7660], [-0.2562, -4.6555, 0.6405], [0.5170, -3.0872, 1.0162], [0.6017, -3.7592, -0.6333], [-5.6635, -3.0041, 3.0586], [-4.1385, -3.4574, 3.7691], [-2.8530, -5.6449, 3.7641], [-2.8111, -6.3288, 2.1303], [-3.5598, -7.2365, 3.4563], [-6.2073, -5.4028, 0.3855], [-5.3855, -6.9242, 0.7373], [-4.4381, -5.5170, 0.2250], [-2.6897, 4.9095, -0.1515], [-3.2779, 3.9693, -1.0570], [-2.6144, 2.7992, -1.1433], [-1.5973, 2.5440, -0.5334], [-3.2364, 1.9534, -1.9950], [-2.7864, 0.6434, -2.2078], [-3.3501, 5.7705, -0.1551], [-1.6949, 5.1946, -0.4916], [-2.6193, 4.4862, 0.8492], [-4.1447, 2.1895, -2.3513], [-1.9664, 0.6806, -2.8044], [-2.4888, 0.2462, -1.3170], [0.3665, -2.4185, 4.0732], [0.5076, -0.5457, 3.8635], [0.5988, 0.2626, 5.0122], [0.7072, 1.6189, 4.9137], [0.8174, 2.6589, 6.4929], [0.7468, 2.2428, 3.6392], [0.8716, 3.6306, 3.4077], [0.9105, 4.1089, 2.1267], [0.8384, 3.2026, 1.0557], [0.7114, 1.9122, 1.2451], [0.6534, 1.4165, 2.5046], [0.4981, -0.0212, 2.5799], [0.3673, -0.6923, 1.4898], [0.5792, -0.2095, 5.9850], [0.9412, 4.3021, 4.2533], [1.0119, 5.1668, 1.9260], [0.8897, 3.5423, 0.0280], [4.9427, -2.0236, 3.2039], [4.0199, -1.0068, 3.0235], [3.3319, -0.9119, 1.8226], [3.5704, -1.8180, 0.8076], [4.4921, -2.8465, 0.9843], [5.1751, -2.9406, 2.1839], [2.7856, -1.6735, -0.4020], [3.2011, -2.3577, -1.3252], [2.3571, -2.3539, -2.4869], [2.8950, -2.9100, -3.6349], [2.0850, -2.9664, -4.7591], [0.7876, -2.4864, -4.6782], [0.3510, -1.9551, -3.4708], [1.1263, -1.8872, -2.3968], [5.4762, -2.1135, 4.1417], [3.8173, -0.2941, 3.8128], [2.6065, -0.1311, 1.6773], [4.6570, -3.5636, 0.1948], [5.8886, -3.7414, 2.3297], [3.9109, -3.2801, -3.6267], [2.4597, -3.3893, -5.6821], [0.1185, -2.5223, -5.5273], [-0.6587, -1.5710, -3.3592], [0.3276, 2.9732, -3.3629], [1.1978, 2.2853, -4.2911], [1.9919, 3.2228, -5.0601], [1.9665, 1.2190, -3.6437], [2.9058, 1.6296, -2.5185], [4.1184, 2.2204, -2.8844], [5.0205, 2.6698, -1.9363], [4.7077, 2.5215, -0.5925], [3.5195, 1.9044, -0.2309], [2.5830, 1.4255, -1.1617], [-0.3084, 3.6765, -3.9057], [0.8736, 3.5353, -2.5861], [-0.3121, 2.2534, -2.8533], [1.3236, 3.8631, -5.6393], [2.6334, 2.6825, -5.7596], [2.6294, 3.8736, -4.4419], [2.5334, 0.7083, -4.4282], [1.2383, 0.5018, -3.2601], [4.3631, 2.3153, -3.9377], [5.9549, 3.1259, -2.2408], [5.3931, 2.8695, 0.1722], [3.3317, 1.8098, 0.8325]],
  "forces_ev_per_angstrom": [[-0.7, 0.2, 0.0], [0.0, 0.0, 0.0], [0.1, -0.1, 0.0], [0.0, 0.0, 0.0], [0.0, 0.0, 0.0], [0.0, 0.0, 0.0], [-0.1, 0.0, 0.0], [0.0, 0.1, 0.1], [0.1, 0.0, -0.1], [0.0, 0.0, 0.0], [0.0, -0.1, 0.0], [0.0, 0.0, 0.0], [0.0, 0.0, 0.0], [0.0, 0.0, 0.0], [0.0, 0.0, 0.0], [0.0, 0.0, 0.0], [0.0, 0.0, 0.0], [0.1, 0.0, 0.0], [0.0, 0.0, 0.0], [0.0, 0.0, 0.0], [0.0, 0.0, 0.0], [0.0, 0.0, 0.0], [0.0, 0.0, 0.0], [0.0, 0.0, 0.0], [0.0, 0.0, 0.0], [0.0, 0.0, 0.0], [0.0, -0.1, 0.0], [0.0, 0.0, 0.0], [0.0, 0.0, 0.0], [0.0, 0.0, 0.0], [0.0, 0.0, 0.0], [0.0, 0.0, 0.0], [0.0, 0.0, 0.0], [0.0, 0.0, 0.1], [0.0, 0.0, 0.0], [0.0, 0.0, 0.0], [0.0, 0.0, 0.0], [0.0, 0.0, 0.0], [0.0, 0.0, 0.0], [0.0, 0.0, 0.0], [0.0, 0.0, 0.0], [0.0, 0.0, 0.0], [0.0, 0.0, -0.1], [0.0, 0.0, 0.1], [0.0, -0.2, -0.1], [0.1, 0.3, 0.0], [0.0, 0.0, 0.0], [-0.1, 0.1, 0.0], [0.0, 0.0, 0.0], [0.0, 0.0, 0.0], [0.0, 0.0, 0.0], [0.0, 0.0, 0.0], [0.0, 0.0, 0.0], [0.0, 0.0, 0.0], [0.0, 0.0, 0.0], [-0.1, 0.0, 0.0], [0.0, 0.0, 0.0], [0.0, 0.0, -0.1], [0.0, 0.0, 0.0], [0.0, 0.1, 0.1], [0.0, 0.0, 0.0], [0.0, 0.0, 0.0], [-0.1, 0.0, 0.1], [0.1, 0.1, 0.0], [0.0, -0.2, -0.2], [-0.2, 0.3, 0.0], [0.4, -0.1, -0.1], [0.0, 0.0, 0.0], [0.0, 0.0, 0.0], [0.0, 0.0, 0.0], [0.0, 0.0, 0.0], [0.0, 0.0, 0.0], [0.0, 0.0, -0.1], [0.1, 0.1, 0.1], [-0.2, 0.1, -0.3], [0.0, 0.0, 0.1], [0.0, 0.0, 0.0], [0.1, 0.3, 1.3], [-0.1, -0.5, -0.9], [0.3, 0.0, 0.0], [-0.1, 0.0, -0.2], [0.1, 0.0, 0.0], [-0.1, 0.0, 0.0], [0.1, -0.1, -0.1], [0.0, -0.1, -0.1], [0.0, 0.0, 0.0], [0.0, 0.0, 0.0], [0.1, 0.0, -0.1], [0.0, 0.0, 0.0], [0.0, 0.0, 0.0], [0.0, 0.0, 0.0], [0.0, 0.0, 0.0], [0.0, 0.0, 0.0], [0.0, 0.0, 0.0], [0.0, 0.1, 0.0], [0.0, 0.0, 0.0], [0.0, 0.0, 0.0], [0.0, 0.0, 0.0], [-0.1, -0.2, 0.0], [0.0, 0.0, 0.0], [0.0, 0.0, 0.0], [0.0, 0.0, -0.1], [0.0, 0.0, 0.0], [0.4, 0.1, 0.2], [0.0, 0.0, 0.0], [0.0, 0.0, 0.0], [0.0, 0.0, 0.1], [0.0, 0.0, 0.0], [0.0, 0.0, 0.0], [0.0, 0.0, 0.0], [0.0, 0.0, 0.0], [0.0, 0.0, -0.1], [0.0, 0.0, 0.0], [0.0, 0.0, 0.0], [0.0, 0.0, 0.0], [-0.1, -0.1, 0.1]]
}